H7N4PS in the gas phase. Source: the OMol25 dataset; level of theory: ωB97M-V/def2-TZVPD.

Cartesian coordinates (Å):
N -1.578 1.655 0.581
N -0.279 1.370 0.265
P 0.463 -0.199 0.673
S 2.389 0.637 0.939
N 0.389 -0.730 -1.020
N 0.068 -2.011 -1.410
H -1.771 1.168 1.541
H -2.301 1.321 -0.094
H 0.357 2.186 0.164
H 2.704 -0.181 2.011
H -0.269 -0.183 -1.497
H 0.706 -2.636 -1.022
H -0.878 -2.396 -1.132

Summary:
SMILES ... NNP(S)NN
HOMO ... -8.13 eV
Gap between HOMO and LUMO ... 8.89 eV
LUMO level ... 0.758 eV